[1]
{"formula": "C39H40AsBIN8PV", "method": "the ωB97M-V functional and the def2-TZVPD basis", "species": ["V", "C", "C", "N", "N", "C", "B", "N", "C", "C", "C", "N", "N", "C", "C", "C", "N", "H", "H", "H", "H", "H", "H", "H", "H", "H", "H", "C", "C", "C", "C", "C", "C", "P", "C", "C", "C", "C", "C", "C", "C", "C", "C", "C", "C", "C", "H", "H", "H", "H", "H", "H", "H", "H", "H", "H", "H", "H", "H", "H", "C", "As", "C", "C", "C", "C", "C", "C", "C", "C", "H", "H", "H", "H", "H", "H", "H", "H", "H", "H", "H", "H", "H", "I", "C", "C", "N", "N", "C", "H", "H", "H"], "xyz": [[-0.57611, 0.04706, -1.86627], [-0.67821, 3.63056, 0.70023], [0.00909, 2.60286, 0.05273], [-0.84631, 1.73216, -0.46287], [-2.07111, 2.15546, -0.16197], [-2.00641, 3.30186, 0.52973], [-3.31041, 1.61716, -0.88107], [-3.24531, 0.07276, -0.82857], [-4.16351, -0.72254, -0.25187], [-3.66671, -2.00964, -0.20557], [-2.40501, -1.91444, -0.78647], [-2.17741, -0.65604, -1.15377], [-3.20841, 2.21856, -2.29857], [-4.19501, 2.52886, -3.15947], [-3.65891, 3.27876, -4.18187], [-2.30771, 3.38976, -3.85017], [-2.05221, 2.74696, -2.72397], [-0.26881, 4.49086, 1.19413], [1.07199, 2.47646, -0.05607], [-2.89501, 3.81846, 0.83953], [-4.31691, 1.97406, -0.35947], [-5.10471, -0.34204, 0.09003], [-4.14001, -2.88754, 0.18773], [-1.67011, -2.68004, -0.97477], [-5.20611, 2.21936, -2.99497], [-4.15681, 3.68836, -5.03427], [-1.52401, 3.90956, -4.37177], [3.39759, -4.58114, 1.84083], [4.10369, -3.41144, 1.62343], [3.51339, -2.34274, 0.96863], [2.19499, -2.43414, 0.54323], [1.48749, -3.61184, 0.77413], [2.08499, -4.68174, 1.40723], [1.25149, -1.18544, -0.40967], [2.51379, 0.09956, -0.67947], [3.02649, 0.76376, 0.43363], [3.93519, 1.79276, 0.28003], [4.31969, 2.19076, -0.99127], [3.78889, 1.55926, -2.10487], [2.88929, 0.51726, -1.95297], [1.21699, -2.06544, -2.00457], [2.07639, -3.07564, -2.41577], [1.82989, -3.70614, -3.62247], [0.72579, -3.32944, -4.37337], [-0.09901, -2.29484, -3.95897], [0.12899, -1.61084, -2.76317], [3.86719, -5.41144, 2.34853], [5.12669, -3.33014, 1.96093], [4.09279, -1.45014, 0.78333], [0.46329, -3.68094, 0.42823], [1.53299, -5.59714, 1.56213], [2.68819, 0.45806, 1.41683], [4.34279, 2.28986, 1.14743], [5.03459, 2.98996, -1.11287], [4.08879, 1.87786, -3.09417], [2.49629, 0.00026, -2.82517], [2.92369, -3.36064, -1.80517], [2.47949, -4.49954, -3.96577], [0.51259, -3.84064, -5.30227], [-0.95111, -2.03894, -4.58097], [-2.39741, 0.10816, 2.98703], [-0.55931, 0.04236, 2.28043], [0.00289, -1.49224, 3.38743], [0.21629, 1.54576, 3.38393], [0.42829, 1.23346, 4.81633], [1.65099, 0.72986, 5.25573], [1.85839, 0.40206, 6.58133], [0.83379, 0.54986, 7.50043], [-0.38721, 1.05246, 7.08463], [-0.58031, 1.40856, 5.76143], [-2.40071, 0.13616, 4.07443], [-2.94881, -0.77204, 2.65703], [-2.90901, 0.99026, 2.60533], [-0.32431, -1.38894, 4.42053], [1.08359, -1.62314, 3.37233], [-0.44461, -2.39464, 2.97233], [-0.46691, 2.38696, 3.24763], [1.16369, 1.80426, 2.90423], [2.45489, 0.60616, 4.54363], [2.82159, 0.03106, 6.90083], [0.98999, 0.29586, 8.53833], [-1.19241, 1.16956, 7.79863], [-1.52581, 1.84516, 5.46733], [-3.24351, 0.56656, -7.22147], [-1.90941, 0.70406, -5.62887], [-0.69661, 1.34986, -5.62167], [-0.19601, 1.18376, -4.36897], [-1.05121, 0.50836, -3.58487], [-2.09271, 0.18506, -4.34367], [-0.17841, 1.87846, -6.39457], [0.60399, 1.65676, -3.96457], [-2.91811, -0.38624, -3.95847]], "spin_multiplicity": 4, "relative_energy_kcal_mol": 81.3, "homo_energy_ev": [-6.4, -7.5], "orbital_gap_ev": [6.71, 7.88]}

[2]
{"formula": "C39H40BFINO", "method": "the ωB97M-V functional and the def2-TZVPD basis", "species": ["O", "C", "I", "C", "B", "C", "C", "F", "C", "C", "C", "C", "C", "N", "H", "H", "H", "H", "H", "H", "H", "H", "H", "H", "C", "C", "C", "C", "C", "C", "H", "H", "H", "H", "H", "H", "C", "C", "C", "C", "C", "C", "H", "H", "H", "H", "H", "H", "C", "C", "C", "C", "C", "C", "H", "H", "H", "H", "H", "H", "C", "C", "C", "C", "C", "C", "H", "H", "H", "H", "H", "H", "C", "C", "C", "C", "C", "C", "H", "H", "H", "H", "H", "H"], "xyz": [[-4.30058, 0.27111, 0.25227], [-3.16925, 0.72091, -0.30236], [-2.93080, 0.44062, -2.49334], [-1.94233, 1.48479, 0.47251], [-1.52942, 0.83096, 1.92788], [-0.38555, -0.37042, 1.91420], [1.04076, 0.35359, 2.32932], [0.87173, 1.80835, 1.95937], [-2.23437, 1.41640, 3.33703], [-1.49770, 0.91981, 4.69860], [-2.13920, 1.52483, 6.12108], [-3.42482, 2.53061, 5.80651], [-4.04102, 2.87010, 4.33914], [-3.41669, 2.29243, 3.11285], [-0.97860, 1.43803, -0.22151], [-2.20611, 2.61698, 0.63046], [-0.23128, -0.78625, 0.81362], [-0.67417, -1.28613, 2.58389], [1.24507, 0.35212, 3.49610], [1.97980, -0.08965, 1.78563], [-0.54801, 0.20517, 4.72808], [-1.71461, 1.28939, 7.18489], [-3.96344, 3.02657, 6.74284], [-4.95742, 3.59870, 4.21947], [3.68264, 2.78211, 0.69806], [4.99042, 2.86332, 0.22067], [5.22608, 3.12553, -1.12860], [4.15286, 3.31650, -1.99938], [2.84512, 3.23899, -1.52117], [2.60938, 2.96756, -0.17369], [3.49934, 2.57436, 1.74900], [5.82671, 2.72132, 0.90062], [6.24510, 3.18209, -1.50158], [4.33637, 3.52570, -3.04994], [2.00890, 3.38946, -2.19958], [1.59039, 2.90179, 0.19741], [0.71574, -3.07120, -1.40133], [-0.05777, -3.84773, -0.53910], [0.27062, -5.18523, -0.31987], [1.37954, -5.74400, -0.95595], [2.15524, -4.96636, -1.81529], [1.82134, -3.63137, -2.04171], [0.45748, -2.02979, -1.57458], [-0.91781, -3.41035, -0.03816], [-0.33623, -5.79185, 0.34681], [1.63849, -6.78496, -0.78143], [3.02034, -5.40153, -2.30964], [2.42265, -3.02738, -2.71551], [-4.45291, -4.91751, -0.69513], [-5.22642, -5.69403, 0.16711], [-4.89803, -7.03153, 0.38633], [-3.78911, -7.59030, -0.24975], [-3.01341, -6.81267, -1.10908], [-3.34731, -5.47768, -1.33550], [-4.71116, -3.87610, -0.86838], [-6.08645, -5.25666, 0.66804], [-5.50487, -7.63815, 1.05301], [-3.53016, -8.63126, -0.07523], [-2.14831, -7.24783, -1.60343], [-2.74600, -4.87369, -2.00931], [1.63207, 0.39144, -6.29400], [0.85856, -0.38509, -5.43177], [1.18695, -1.72259, -5.21254], [2.29586, -2.28136, -5.84862], [3.07157, -1.50373, -6.70796], [2.73767, -0.16874, -6.93437], [1.37381, 1.43284, -6.46725], [-0.00148, 0.05228, -4.93083], [0.58010, -2.32921, -4.54586], [2.55482, -3.32232, -5.67410], [3.93667, -1.93889, -7.20230], [3.33898, 0.43525, -7.60818], [1.82365, 5.97837, 2.27619], [1.59378, 7.25845, 2.77949], [0.38982, 7.55121, 3.41947], [-0.58123, 6.56005, 3.56499], [-0.34977, 5.27892, 3.06498], [0.85046, 4.98873, 2.41677], [2.76069, 5.75152, 1.77447], [2.35329, 8.02884, 2.67213], [0.20829, 8.55055, 3.80558], [-1.51756, 6.78668, 4.06804], [-1.10595, 4.50619, 3.17992], [1.02819, 3.99206, 2.02249]], "relative_energy_kcal_mol": 178.4, "smiles": "O=C(I)CB(CCF)c1ccccn1.c1ccccc1.c1ccccc1.c1ccccc1.c1ccccc1.c1ccccc1", "homo_energy_ev": -9.1, "orbital_gap_ev": 8.18}

[3]
{"formula": "C39H40Br4GeN4O6PS2W", "method": "the ωB97M-V functional and the def2-TZVPD basis", "species": ["W", "Br", "C", "C", "Br", "C", "Br", "C", "O", "C", "O", "C", "Br", "N", "C", "N", "C", "C", "S", "C", "C", "S", "C", "N", "N", "H", "H", "H", "H", "H", "H", "C", "C", "C", "C", "O", "P", "O", "O", "O", "C", "C", "C", "C", "H", "H", "H", "H", "H", "H", "H", "H", "H", "H", "H", "H", "H", "H", "H", "H", "H", "H", "C", "Ge", "C", "C", "C", "C", "C", "C", "C", "C", "C", "C", "C", "C", "C", "C", "C", "C", "C", "C", "H", "H", "H", "H", "H", "H", "H", "H", "H", "H", "H", "H", "H", "H", "H", "H"], "xyz": [[0.02656, -0.50569, 0.79297], [5.68095, -2.32485, -2.85279], [4.38777, -2.21206, -1.49566], [4.47450, -3.04087, -0.36578], [5.88030, -4.26964, -0.18542], [3.52535, -2.93728, 0.64990], [3.63699, -3.88979, 2.27141], [2.45611, -2.06224, 0.49964], [1.53511, -1.81535, 1.41154], [2.38030, -1.24222, -0.62375], [1.35374, -0.35602, -0.56712], [3.35161, -1.28399, -1.60475], [3.27399, -0.02401, -2.99391], [3.24349, -0.11050, 2.68613], [2.14786, 0.28716, 3.35901], [0.89237, 0.17305, 2.94931], [0.02674, 0.68509, 3.91814], [0.61162, 1.24589, 4.98477], [2.32034, 1.10540, 4.86486], [-1.38700, 0.44420, 3.72849], [-2.41201, 0.80663, 4.51733], [-3.88444, 0.21563, 3.85303], [-3.00355, -0.50397, 2.54617], [-1.70478, -0.29945, 2.61814], [-3.67222, -1.13301, 1.55271], [3.11658, -0.87723, 2.04939], [4.12099, -0.09791, 3.17778], [0.14321, 1.70008, 5.84308], [-2.40223, 1.38171, 5.42940], [-4.65468, -1.30372, 1.67516], [-3.19337, -1.76384, 0.92656], [-1.21096, -2.76621, -3.39606], [-1.27303, -1.45982, -2.62792], [-2.68254, -0.91129, -2.50423], [-0.34292, -0.42747, -3.21843], [-0.73736, -1.71940, -1.24039], [-1.24886, -2.91175, -0.30053], [-2.64110, -3.32319, -0.47091], [-1.00968, -2.11151, 1.04818], [-0.11447, -3.96041, -0.49068], [-0.08172, -5.31307, 0.13969], [-0.18696, -5.15959, 1.64984], [-1.21080, -6.15801, -0.42564], [1.26261, -5.87365, -0.27674], [-1.47537, -2.57501, -4.43661], [-1.91367, -3.49744, -2.99182], [-0.20271, -3.18069, -3.36097], [-3.04578, -0.65669, -3.50087], [-2.68108, 0.00313, -1.90470], [-3.35797, -1.64055, -2.06027], [-0.75807, -0.06221, -4.15891], [0.64096, -0.85393, -3.40557], [-0.23294, 0.41706, -2.54062], [-1.22459, -4.99969, 1.95522], [0.40914, -4.31094, 1.98980], [0.18273, -6.05903, 2.14043], [-2.18665, -5.75152, -0.16541], [-1.12893, -7.16914, -0.02289], [-1.13529, -6.21245, -1.51347], [2.07124, -5.19949, 0.01174], [1.29839, -6.01501, -1.35875], [1.42031, -6.83828, 0.20612], [-1.16147, 0.91639, 0.26007], [-0.40609, 2.65077, -0.33914], [-0.84610, 3.93124, 1.05896], [-0.43588, 5.25900, 0.95839], [-0.76079, 6.17148, 1.95113], [-1.50431, 5.77107, 3.05590], [-1.91922, 4.45183, 3.16943], [-1.58823, 3.53806, 2.17495], [-1.33071, 3.14560, -1.97931], [-2.67927, 3.49212, -1.84063], [-3.46707, 3.75142, -2.95436], [-2.91330, 3.66877, -4.22543], [-1.58124, 3.30868, -4.37841], [-0.79831, 3.03378, -3.26361], [1.53382, 2.79444, -0.52815], [2.39261, 2.29295, 0.45407], [3.76623, 2.43235, 0.35179], [4.31107, 3.12313, -0.72406], [3.47449, 3.68903, -1.67222], [2.09608, 3.52473, -1.57521], [-2.24423, 1.04745, 0.29107], [0.14152, 5.58704, 0.09888], [-0.43241, 7.19965, 1.86487], [-1.76265, 6.49123, 3.82225], [-2.50298, 4.13350, 4.02543], [-1.91500, 2.50803, 2.27346], [-3.11301, 3.57895, -0.84755], [-4.50821, 4.02145, -2.83016], [-3.51846, 3.88963, -5.09593], [-1.14847, 3.24228, -5.36916], [0.22865, 2.72252, -3.41014], [1.97485, 1.83238, 1.33449], [4.40946, 2.01772, 1.11790], [5.38484, 3.24141, -0.80234], [3.89051, 4.26383, -2.49116], [1.45914, 3.98214, -2.32046]], "charge": 1, "homo_energy_ev": -10.8, "orbital_gap_ev": 6.66}

Number 1: F_max 4.49 eV/Å. Number 2: F_max 9.05 eV/Å. Number 3: F_max 2.23 eV/Å.